[1]
Density functional theory data (the ωB97M-V functional and the def2-TZVPD basis) for C5H6CsMgO4 as an isolated structure at a distorted geometry.

## Properties
**Net charge**: -1
**2S+1**: 1
**LUMO**: 0.0646 Ha

```
17
Properties=species:S:1:pos:R:3:forces:R:3:mulliken_charge:R:1
C -0.4259 1.9560 -2.1273 0.483 -0.285 0.205 -0.46
C -1.9534 2.1151 -2.2833 -0.135 -0.046 0.193 -0.39
C -2.6302 0.9191 -1.6866 -0.306 0.068 0.279 -0.38
C -3.1020 0.9559 -0.4059 0.547 -0.299 -0.210 -0.18
O -3.2102 -0.0603 0.3980 -1.115 0.183 0.001 -0.96
O 0.0140 1.5229 -0.8650 0.120 0.571 0.361 -0.60
Mg 0.5400 2.7355 0.6750 -0.117 -0.466 -0.503 -0.13
Cs -0.9239 -1.0323 0.9173 0.583 0.280 -0.260 0.59
H 0.0656 2.9120 -2.3946 -0.073 -0.100 -0.190 0.24
H -0.1162 1.1993 -2.8754 0.008 0.207 -0.121 0.14
H -2.1749 2.2623 -3.3543 0.071 -0.001 0.126 0.27
H -2.2805 3.0276 -1.7571 0.054 -0.205 -0.051 0.27
H -2.4180 -0.0629 -2.1347 -0.031 0.239 0.157 0.34
H -3.3132 1.9593 0.0248 0.073 -0.201 -0.145 0.24
O 2.5029 -0.8024 -0.9009 -0.411 2.052 -1.304 -0.37
O 2.6230 -0.5921 -3.1786 -0.426 1.801 -0.224 -0.36
C 2.4917 -0.4463 -2.0312 0.674 -3.798 1.685 0.73
```
Positions in Å, forces in eV/Å.

[2]
Density functional theory data (the ωB97M-V functional and the def2-TZVPD basis) for C43H60BrIN5O4Pt as an isolated structure at a distorted geometry.

## Properties
**⟨S²⟩**: 6.050
**Net charge**: +1
**2S+1**: 5
**ΔE to the lowest compared entry with this formula, charge and spin**: 10.3 kcal per mole
**LUMO (alpha / beta)**: -0.0853 / -0.1990 Ha

```
115
Properties=species:S:1:pos:R:3:forces:R:3:mulliken_charge:R:1
Pt -1.4667 -2.1900 0.3467 0.064 -2.540 -0.302 1.10
C 0.5801 -4.2750 0.4804 0.399 0.188 0.741 -0.86
N 0.0910 -3.1591 1.3335 0.162 0.389 0.208 0.55
C -0.4389 -3.6677 2.6198 0.529 -0.007 0.432 -1.00
C 1.1543 -2.1242 1.4865 0.358 0.355 0.742 -1.27
C 0.5858 -0.7007 1.6961 2.191 -0.644 -1.106 -0.75
N -0.3021 -0.3545 0.5929 0.551 1.513 -0.217 0.74
C 0.2597 0.1456 -0.7794 -0.323 0.551 0.845 -0.56
C 1.5279 -0.4214 -1.3619 -0.447 -0.896 -0.406 -0.44
C 2.7073 0.2944 -1.1735 0.569 0.394 0.702 -0.79
C 3.9190 -0.0971 -1.6988 0.936 -0.981 -0.143 -0.75
C 3.8834 -1.0242 -2.7549 -1.026 0.757 1.085 -0.20
C 2.7218 -1.6726 -3.1143 -1.286 -0.331 -0.178 -0.61
C 1.5406 -1.5620 -2.2547 2.221 1.670 0.231 1.78
O 0.5860 -2.4450 -2.2292 -0.530 0.275 -0.227 -0.66
C 2.6930 -2.5578 -4.3597 -0.823 -0.488 0.361 1.76
C 3.2736 -3.9048 -4.0223 0.096 -1.317 0.051 -1.54
C 3.4563 -1.9865 -5.5494 -1.293 0.975 -0.790 -1.75
C 1.2524 -2.8338 -4.8487 0.918 0.165 -0.154 -1.86
C 5.2807 0.3020 -1.1062 0.230 1.665 -0.096 1.71
C 6.3046 -0.8369 -1.2114 -0.010 -0.169 0.400 -1.76
C 5.1455 0.7180 0.3946 -0.990 -1.400 -0.047 -1.56
C 5.8325 1.5643 -1.8686 -0.278 -0.216 0.832 -1.45
C -1.3254 0.5932 1.1472 -0.906 -0.256 -0.949 -1.22
C -0.8833 1.9068 1.7153 0.887 0.644 0.442 0.53
C -0.3686 2.1015 2.9975 -0.432 -0.176 -0.238 -0.58
C -0.2912 3.3915 3.5875 0.417 0.051 -0.112 -0.63
C -0.9304 4.4230 2.9143 -0.576 0.721 -0.980 -0.62
C -1.3413 4.3227 1.6128 0.567 -0.575 -1.140 -0.34
C -1.0822 3.0935 0.8656 0.310 -0.299 -0.890 0.85
O -1.0262 3.0419 -0.4046 -0.297 -0.392 2.291 -0.78
C -1.9695 5.4436 0.8357 -0.387 -0.320 0.877 2.38
C -2.3300 6.5027 1.8429 -1.275 1.512 0.101 -2.10
C -0.9693 6.0651 -0.1602 -0.714 -0.195 0.686 -1.63
C -3.2310 4.9073 0.1001 -0.290 -0.355 -0.371 -1.58
C 0.2294 3.6554 4.9861 -0.369 -0.592 1.166 1.70
C 0.5981 5.1376 5.2907 -0.385 0.174 -2.046 -1.38
C -1.0239 3.3695 5.8503 -0.028 0.527 1.262 -1.53
C 1.4313 2.7287 5.4025 0.294 2.122 -0.742 -1.76
H 1.5302 -4.6328 0.9215 -0.443 -0.183 -0.248 0.40
H 0.7512 -3.9176 -0.5272 0.051 0.037 -0.075 0.13
H -0.1916 -5.0304 0.4667 -0.007 -0.348 -0.031 0.35
H 0.3976 -4.2111 3.1315 -0.963 0.096 -0.172 0.39
H -1.3556 -4.2576 2.4312 0.791 -0.100 0.036 0.21
H -0.7719 -2.8337 3.2557 0.341 -0.114 -0.192 0.31
H 1.8832 -2.1531 0.6496 -0.731 -0.055 0.332 0.34
H 1.6994 -2.3342 2.4060 0.367 -0.286 0.042 0.53
H 1.4708 -0.0196 1.7890 -0.718 -0.301 -0.023 0.19
H 0.0277 -0.6670 2.6198 -0.168 0.014 0.204 0.55
H 0.4555 1.2270 -0.6956 -0.276 -0.351 0.262 0.30
H -0.5851 0.0605 -1.4822 0.477 0.033 0.551 -0.14
H 2.7430 1.1878 -0.5218 -0.519 -0.683 -0.246 0.51
H 4.7801 -1.2379 -3.2907 0.381 -0.143 -0.372 0.37
H 4.3529 -3.9088 -3.8612 -0.044 0.225 0.401 0.32
H 3.1388 -4.5058 -4.9133 -0.010 -0.452 -0.214 0.49
H 2.7383 -4.4486 -3.2115 0.428 0.536 -0.296 0.23
H 4.5027 -1.8058 -5.3306 0.155 -0.091 -0.266 0.35
H 2.9538 -1.0246 -5.8440 0.710 -0.602 0.265 0.38
H 3.2905 -2.6531 -6.4357 0.595 0.400 0.850 0.44
H 0.6919 -3.3439 -4.0734 -0.265 -0.408 -0.139 0.41
H 1.3337 -3.4199 -5.7740 -0.295 -0.123 0.422 0.51
H 0.7423 -1.9221 -5.1018 -0.312 0.569 -0.061 0.40
H 5.9355 -1.7651 -0.7625 -0.096 0.126 0.093 0.39
H 7.2098 -0.5513 -0.6557 -0.170 -0.067 -0.300 0.44
H 6.5834 -1.1035 -2.2323 0.056 0.298 0.001 0.37
H 4.7142 -0.1677 0.9541 0.200 1.018 -0.408 0.26
H 4.5119 1.6120 0.5531 0.311 -0.501 -0.121 0.33
H 6.1090 0.8928 0.8509 0.373 0.219 -0.099 0.44
H 5.9884 1.3205 -2.9226 -0.406 0.306 -0.039 0.32
H 6.8396 1.8198 -1.4835 -0.584 0.063 0.025 0.42
H 5.1067 2.4116 -1.6801 0.969 -0.760 -0.610 0.31
H -1.8477 0.0626 1.9913 0.206 0.239 -0.953 0.65
H -2.0248 0.8057 0.2803 0.539 -0.206 1.170 0.22
H -0.1170 1.2765 3.6672 -0.073 -0.017 -0.401 0.40
H -1.1547 5.3847 3.3549 0.381 -0.417 0.338 0.37
H -1.4072 6.9550 2.2693 -0.775 0.003 -0.282 0.41
H -2.9961 6.1634 2.6719 0.534 0.026 -0.554 0.39
H -2.9321 7.2744 1.3019 0.666 -0.225 0.522 0.42
H -0.1856 6.6154 0.3620 0.012 -0.107 -0.018 0.33
H -1.5513 6.7561 -0.7574 0.165 0.170 -0.420 0.46
H -0.5693 5.2535 -0.7264 0.429 -0.111 -0.767 0.41
H -4.0417 4.4685 0.7351 0.910 0.358 -0.022 0.30
H -2.9497 4.1274 -0.6438 -0.227 0.736 0.460 0.35
H -3.7073 5.7421 -0.4222 0.101 -0.059 -0.089 0.46
H -0.1692 5.8050 4.7888 1.014 -0.549 1.109 0.31
H 1.5679 5.3885 4.8323 -0.237 -0.022 0.164 0.37
H 0.6514 5.3380 6.3546 -0.102 -0.104 0.080 0.45
H -1.9187 3.8885 5.4995 0.095 -0.095 -0.332 0.33
H -0.8925 3.7801 6.8713 0.204 -0.358 -0.359 0.44
H -1.2472 2.3174 5.9628 -0.062 -0.344 -0.182 0.33
H 2.1855 2.8320 4.5845 -0.290 -0.220 0.731 0.37
H 1.2105 1.6921 5.5487 -0.359 -0.574 0.101 0.35
H 1.8622 3.1645 6.3303 -0.192 -0.520 -0.544 0.43
I -3.3810 1.2750 -4.1327 -0.009 -0.065 -0.419 0.18
C -3.4091 -0.1983 -2.7242 -0.764 -2.049 0.914 -0.96
C -4.4776 -0.4806 -1.8559 0.949 0.985 0.577 -0.20
N -4.0102 -1.1952 -0.7749 2.146 1.126 -2.690 0.07
N -2.6311 -1.4520 -1.0096 -4.090 0.728 -3.234 0.43
C -2.3654 -1.0530 -2.2889 0.722 0.819 1.405 0.24
H -5.4422 0.0157 -1.9558 0.072 -0.602 0.513 0.43
H -4.4578 -1.5997 0.0345 -0.037 0.010 -0.162 0.20
H -1.3648 -1.3038 -2.7758 -1.659 0.478 0.913 0.44
Br -7.6414 -6.3884 -3.7088 0.192 -0.027 0.103 -0.15
C -6.7048 -5.7665 -2.1944 -0.332 0.838 1.481 -0.11
C -7.4540 -5.3795 -1.0397 1.003 -0.188 -0.458 -0.13
N -6.9333 -4.8671 0.0646 -0.274 0.365 -0.140 -0.61
C -5.6322 -4.5947 0.1284 1.108 -0.984 -1.926 -0.46
C -4.7600 -4.9618 -0.9542 -0.878 0.691 -0.451 0.46
C -5.3429 -5.5490 -2.1808 0.348 0.856 2.494 -0.37
C -3.3029 -4.4392 -0.9778 0.118 0.075 -0.693 0.62
O -2.6891 -4.4682 -2.0523 -0.473 0.142 1.620 -0.69
O -2.8358 -3.9290 0.1638 -0.337 -0.898 -0.801 -0.78
H -8.5181 -5.4324 -1.0229 -0.662 -0.378 -0.227 0.44
H -5.2992 -4.0536 1.0239 0.173 -0.467 -0.439 0.47
H -4.7649 -5.7819 -3.0539 0.516 0.070 -0.023 0.55
```
Positions in Å, forces in eV/Å.

| no. | E (eV) |
| --- | --- |
| 1 | -19465.1910 |
| 2 | -142581.3749 |